3 unconnected molecules or ions with the total composition C2H9NO3, computed with wB97M-V/def2-TZVPD.

Output
structure (SMILES): NCC=O.O.O
molecular weight: 95.10 g mol⁻¹
HOMO level: -0.3561 Ha
charge: 0
ΔE to the lowest compared entry with this formula, charge and spin: 2.242 eV
LUMO energy: 0.42 eV

The geometry in XYZ format:
```
15
Properties=species:S:1:pos:R:3:forces:R:3:nbo_charge:R:1
N 0.372 2.037 0.193 -0.2 -1.0 1.4 -0.814
C -0.933 1.884 -0.389 -1.7 -0.3 -0.1 -0.318
C -0.891 1.061 -1.644 1.9 0.3 -1.4 0.407
O -1.256 1.462 -2.718 -0.6 -0.3 0.1 -0.509
H 1.088 2.067 -0.506 0.3 0.1 -0.4 0.364
H 0.589 1.252 0.826 -0.1 0.6 -0.4 0.376
H -1.426 2.846 -0.590 0.4 -0.2 -0.2 0.217
H -1.719 1.348 0.199 0.9 0.5 0.4 0.181
H -0.182 0.162 -1.638 -0.9 0.3 0.5 0.097
O 3.458 -4.919 1.164 0.4 0.3 0.2 -0.943
H 2.611 -4.796 0.732 -0.1 -0.3 0.0 0.470
H 3.598 -5.857 1.312 -0.3 0.0 -0.1 0.472
O -1.321 -0.114 2.388 -0.7 -1.3 -0.6 -0.929
H -1.652 -1.048 2.378 0.5 1.2 0.3 0.471
H -1.656 0.210 1.537 0.2 0.1 0.4 0.456
```
Forces are in eV/Å.

---

A gas-phase ion, C4H5O4 (charge -1), computed with wB97M-V/def2-TZVPD.

Output
structure (SMILES): [O-][C@H]1O[C@]1(O)[C@H]1CO1
molecular weight: 117.08 g mol⁻¹
HOMO level: -0.1216 Ha
charge: -1
ΔE to the lowest compared entry with this formula, charge and spin: 4.724 eV
LUMO energy: 3.94 eV

The geometry in XYZ format:
```
13
Properties=species:S:1:pos:R:3:forces:R:3:nbo_charge:R:1
O -0.763 3.167 0.499 -2.0 2.7 -0.8 -0.817
C 0.020 2.261 0.754 2.0 -2.7 -0.4 0.379
O -0.521 1.090 1.652 0.9 0.3 0.5 -0.650
C -0.230 0.878 0.256 -0.7 1.6 2.0 0.308
O -1.378 0.859 -0.486 0.2 -1.3 -1.0 -0.727
C 0.886 -0.086 0.281 0.3 3.3 -1.1 0.047
C 0.625 -1.410 0.565 1.0 -4.6 3.3 -0.084
O 0.904 -1.109 -0.700 1.9 0.9 -4.2 -0.501
H 1.112 2.428 0.818 0.1 0.3 1.0 0.066
H -1.623 1.802 -0.362 -0.4 0.4 -0.2 0.494
H 1.859 0.433 0.551 -1.0 -1.0 -0.3 0.184
H 1.379 -2.060 1.059 -0.2 0.5 0.0 0.129
H -0.312 -1.852 0.604 -2.2 -0.2 1.0 0.173
```
Forces are in eV/Å.

---

A molecular structure, C24H26CrI2N3O4SSi, computed with wB97M-V/def2-TZVPD.

Output
molecular weight: 786.45 g mol⁻¹
<S²>: 3.8017
HOMO level (alpha / beta): -0.2841 / -0.2874 Ha
charge: 0
2S+1: 4
ΔE to the lowest compared entry with this formula, charge and spin: 0.295 eV
LUMO energy (alpha / beta): -0.21 / -0.27 eV

The geometry in XYZ format:
```
62
Properties=species:S:1:pos:R:3:forces:R:3:nbo_charge:R:1
Cr 0.194 0.244 -1.032 0.3 -0.3 0.1 1.311
I 5.857 4.914 0.215 0.0 0.0 0.0 0.130
C 4.431 3.589 -0.545 0.1 0.0 0.0 -0.177
C 4.820 2.571 -1.404 0.0 0.0 0.0 -0.259
C 3.862 1.707 -1.892 0.0 -0.1 -0.1 -0.207
I 4.436 0.153 -3.160 0.0 0.0 0.0 0.160
C 2.495 1.805 -1.559 0.0 0.0 0.1 0.372
O 1.649 0.932 -2.079 0.0 0.0 -0.1 -0.780
C 2.134 2.860 -0.686 0.0 0.0 0.0 -0.134
C 0.710 3.114 -0.230 0.0 0.0 0.0 -0.209
N -0.231 2.393 -1.082 0.1 0.0 0.1 -0.621
C -1.649 2.655 -0.920 0.0 -0.1 0.0 -0.270
C -2.405 1.542 -1.605 0.0 0.0 0.0 0.256
C -3.773 1.616 -1.805 0.0 0.0 0.0 -0.235
C -4.425 0.557 -2.407 0.0 -0.1 0.0 -0.122
C -3.686 -0.547 -2.806 -0.1 0.0 0.0 -0.248
C -2.328 -0.554 -2.570 0.0 0.1 0.0 0.093
N -1.692 0.465 -1.975 -0.2 0.0 -0.1 -0.491
C 3.103 3.731 -0.199 0.0 0.0 0.0 -0.215
H 5.856 2.449 -1.687 0.0 0.0 0.0 0.237
H 0.511 4.191 -0.239 0.0 0.0 0.0 0.198
H 0.566 2.769 0.801 0.0 0.0 0.0 0.202
H 0.041 2.553 -2.049 0.0 -0.1 0.0 0.395
H -1.944 3.622 -1.341 0.0 0.0 0.0 0.205
H -1.903 2.650 0.143 0.0 0.0 0.0 0.261
H -4.313 2.493 -1.476 0.0 0.0 0.0 0.231
H -5.496 0.588 -2.559 0.0 0.0 0.0 0.228
H -4.151 -1.401 -3.278 0.0 0.0 0.0 0.235
H -1.713 -1.396 -2.842 0.0 0.0 0.0 0.229
H 2.802 4.535 0.462 0.0 0.0 0.0 0.217
C 0.945 -4.693 -1.585 0.0 -0.1 -0.1 -1.109
Si -0.020 -3.271 -0.831 -0.1 0.0 0.1 1.652
C -1.849 -3.624 -1.094 0.0 0.0 0.0 -1.120
C 0.296 -3.325 1.020 0.1 0.0 0.0 -1.118
C 0.534 -1.693 -1.633 0.1 0.1 0.0 -1.255
H 0.654 -5.652 -1.148 0.0 0.0 0.0 0.228
H 2.017 -4.561 -1.420 0.0 0.0 0.0 0.234
H 0.783 -4.750 -2.664 0.0 0.0 0.0 0.230
H -2.082 -4.636 -0.753 0.0 0.0 0.0 0.237
H -2.134 -3.572 -2.149 0.0 0.0 0.0 0.216
H -2.474 -2.927 -0.529 0.0 0.0 0.0 0.242
H 0.183 -4.352 1.376 0.0 0.0 0.0 0.236
H -0.417 -2.712 1.569 0.0 0.0 0.1 0.229
H 1.313 -3.003 1.262 0.0 0.0 0.0 0.233
H 0.278 -1.713 -2.704 0.1 0.0 0.0 0.214
H 1.633 -1.704 -1.615 0.0 0.0 0.0 0.248
O 1.427 0.019 0.657 -0.1 0.1 -0.2 -0.613
C 0.422 -0.072 1.397 0.1 0.0 -0.2 0.628
N -0.786 -0.128 0.816 0.0 0.3 0.4 -0.911
S -1.987 -0.019 1.934 0.1 0.0 0.0 2.312
O -2.629 1.268 1.846 0.0 0.0 0.0 -0.947
O -2.812 -1.188 1.905 0.0 0.0 0.0 -0.912
C -0.884 -0.043 3.332 -0.1 0.0 -0.1 -0.222
C -1.182 -0.028 4.677 -0.1 0.0 0.0 -0.211
C -0.110 -0.036 5.564 0.0 0.0 0.0 -0.180
C 1.205 -0.057 5.107 0.0 0.0 0.0 -0.197
C 1.487 -0.072 3.746 0.1 0.0 0.0 -0.165
C 0.418 -0.068 2.872 -0.1 0.0 0.0 -0.095
H -2.204 -0.011 5.029 0.0 0.0 0.0 0.238
H -0.302 -0.026 6.629 0.0 0.0 0.0 0.224
H 2.017 -0.062 5.822 0.0 0.0 0.0 0.225
H 2.502 -0.088 3.372 0.0 0.0 0.0 0.241
```
Forces are in eV/Å.